{
  "formula": "C4H14IO4",
  "method": "ωB97M-V/def2-TZVPD",
  "species": ["I", "C", "O", "H", "H", "H", "H", "C", "O", "H", "H", "H", "H", "C", "C", "O", "O", "H", "H", "H", "H", "H", "H"],
  "positions_angstrom": [[0.292040, -0.569596, -0.694084], [4.241001, -1.854870, 0.423863], [3.908456, -0.746241, -0.402815], [3.830517, -2.772192, -0.010226], [5.328706, -1.931802, 0.468909], [3.872115, -1.685177, 1.441189], [2.950553, -0.595166, -0.303904], [2.219177, 1.727041, 2.033986], [1.564015, 2.574082, 1.106266], [2.649537, 0.841834, 1.559138], [3.002943, 2.289076, 2.541950], [1.500915, 1.343842, 2.772390], [1.177367, 2.005678, 0.420786], [-3.778949, 0.756929, -0.933386], [-3.897944, -0.755436, -0.747896], [-4.541596, -1.345416, -1.859776], [-2.775771, 1.033235, -1.903435], [-3.486238, 1.261265, -0.004116], [-4.747484, 1.157162, -1.230260], [-4.457141, -1.032052, 0.147818], [-2.907193, -1.198240, -0.634256], [-4.025358, -1.257790, -2.662313], [-1.919673, 0.753834, -1.529817]],
  "forces_ev_per_angstrom": [[0.0, 0.1, 0.1], [-0.2, 0.5, -0.3], [0.1, -0.1, 0.3], [0.0, -0.1, 0.3], [0.0, 0.0, -0.1], [0.0, -0.3, 0.0], [0.1, -0.1, -0.3], [-0.5, -0.3, 0.0], [0.2, -0.1, -0.1], [0.2, 0.2, -0.1], [0.0, 0.0, 0.0], [0.1, 0.1, 0.1], [0.0, 0.0, 0.1], [0.9, -0.4, 0.6], [0.4, 0.2, -0.1], [-0.9, -0.5, 0.0], [-0.5, 0.2, -0.3], [-0.2, -0.2, 0.2], [0.1, 0.1, -0.4], [-0.3, 0.1, -0.1], [0.2, 0.2, 0.1], [0.4, 0.3, 0.1], [0.0, 0.0, -0.1]],
  "mulliken_charge": [-0.64, -0.46, -0.47, 0.21, 0.23, 0.22, 0.10, -0.12, -0.50, -0.13, 0.24, 0.23, 0.23, -0.38, -0.14, -0.55, -0.48, 0.28, 0.26, 0.28, 0.14, 0.30, 0.13],
  "energy_ev": -20667.73598,
  "charge": -1,
  "de_lowest_ev": 0.239
}


{
  "formula": "C32H50AuGeN2O3PS",
  "method": "ωB97M-V/def2-TZVPD",
  "species": ["Au", "C", "Ge", "C", "C", "C", "C", "C", "C", "C", "C", "C", "C", "C", "C", "C", "C", "C", "C", "H", "H", "H", "H", "H", "H", "H", "H", "H", "H", "H", "H", "H", "H", "H", "C", "C", "O", "P", "O", "C", "C", "O", "C", "C", "H", "H", "H", "H", "H", "H", "H", "H", "H", "H", "H", "H", "H", "H", "H", "C", "C", "C", "C", "N", "C", "S", "N", "C", "C", "C", "C", "H", "H", "H", "H", "H", "H", "H", "H", "H", "H", "H", "H", "H", "H", "H", "H", "H", "H", "H", "H"],
  "positions_angstrom": [[0.491440, -0.379638, 0.652371], [-0.173897, 2.253108, -1.658523], [-1.219979, 0.926324, -0.620128], [-2.141066, -0.225924, -1.942367], [-2.569638, 0.344874, -3.137480], [-3.283564, -0.403968, -4.063636], [-3.570285, -1.736621, -3.808907], [-3.132657, -2.322741, -2.628746], [-2.424336, -1.569218, -1.705141], [-2.544523, 1.917513, 0.445518], [-2.427006, 3.286493, 0.475163], [-3.369345, 4.089389, 1.145806], [-4.416394, 3.509643, 1.803605], [-4.575680, 2.103851, 1.808734], [-5.664334, 1.489859, 2.470923], [-5.816105, 0.132649, 2.464673], [-4.875980, -0.674632, 1.795302], [-3.811291, -0.107642, 1.154295], [-3.626029, 1.292568, 1.128992], [-0.837613, 2.864482, -2.271369], [0.524055, 1.735198, -2.317565], [0.398717, 2.913771, -1.007917], [-2.341406, 1.382059, -3.356476], [-3.622676, 0.061689, -4.980302], [-4.128271, -2.317832, -4.531501], [-3.347176, -3.363680, -2.421869], [-2.063814, -2.048596, -0.799555], [-1.601102, 3.772538, -0.031129], [-3.257112, 5.165819, 1.132565], [-5.142673, 4.118474, 2.328508], [-6.383896, 2.123048, 2.976241], [-6.657311, -0.324767, 2.968687], [-5.006138, -1.750119, 1.790890], [-3.086204, -0.733362, 0.650597], [2.500794, 0.652659, 5.692364], [1.666876, -0.547405, 5.292318], [0.414171, -0.153902, 4.708974], [0.112684, -0.030564, 3.126621], [-1.423523, -0.506857, 3.163766], [-1.739129, -1.861820, 3.534892], [-2.645254, -1.855831, 4.747141], [-0.084812, 1.527195, 2.854716], [-0.860425, 2.395977, 3.719867], [0.038352, 3.437497, 4.350162], [3.401320, 0.310639, 6.202327], [1.941611, 1.293502, 6.373675], [2.789651, 1.233928, 4.815625], [1.407092, -1.141177, 6.167722], [2.220896, -1.181632, 4.595038], [-0.821592, -2.420660, 3.745346], [-2.234214, -2.325281, 2.679977], [-2.125317, -1.428767, 5.604309], [-2.945693, -2.876041, 4.988269], [-3.532010, -1.258032, 4.539505], [-1.369324, 1.800091, 4.477474], [-1.610611, 2.862683, 3.082184], [0.718638, 2.981460, 5.068735], [-0.572944, 4.180121, 4.862659], [0.630176, 3.939015, 3.584088], [3.231164, -2.559686, -5.646445], [1.880585, -3.270720, -5.535000], [1.283063, -3.256570, -4.125573], [0.691539, -1.916770, -3.686694], [1.688583, -0.911711, -3.318491], [2.231452, -0.761049, -2.112498], [1.858084, -1.850068, -0.829814], [3.096134, 0.245768, -1.948489], [3.953412, 0.450669, -0.782433], [5.186207, -0.458779, -0.778209], [5.980386, -0.426597, -2.085768], [6.476042, 0.963800, -2.479576], [3.724163, -2.816325, -6.583422], [3.890304, -2.852750, -4.826741], [3.121044, -1.473129, -5.625095], [2.005965, -4.313260, -5.832470], [1.169872, -2.824398, -6.236201], [2.037342, -3.570215, -3.399458], [0.468690, -3.983884, -4.079335], [0.050949, -2.068958, -2.825878], [0.084723, -1.497372, -4.490975], [2.028340, -0.323078, -4.064402], [3.352503, 0.767666, -2.773960], [3.356647, 0.274400, 0.109773], [4.253366, 1.497486, -0.790015], [4.862480, -1.482368, -0.580595], [5.827304, -0.155144, 0.052844], [5.368813, -0.843519, -2.891852], [6.838874, -1.090776, -1.975302], [5.652475, 1.651280, -2.687534], [7.093341, 0.906072, -3.375303], [7.082032, 1.398581, -1.683104]],
  "forces_ev_per_angstrom": [[0.7, -0.7, 0.2], [0.1, -0.2, 0.2], [-0.4, 0.5, -0.6], [0.3, 0.0, 0.4], [0.1, 0.1, 0.0], [0.0, 0.0, 0.0], [0.0, 0.0, 0.0], [0.0, 0.0, 0.0], [0.1, -0.1, 0.0], [0.4, -0.2, 0.0], [0.1, -0.1, -0.1], [-0.1, 0.1, 0.1], [0.1, 0.1, 0.0], [0.2, -0.1, -0.1], [-0.1, 0.0, 0.1], [0.0, 0.1, 0.0], [0.1, -0.1, 0.0], [0.0, -0.1, 0.0], [-0.2, 0.1, 0.1], [-0.1, 0.0, 0.0], [0.0, 0.0, 0.0], [0.0, 0.0, 0.0], [-0.1, 0.0, 0.0], [0.0, 0.0, 0.0], [0.0, 0.0, 0.0], [0.0, 0.0, 0.0], [0.0, 0.0, 0.0], [0.0, 0.0, 0.0], [0.0, 0.0, 0.0], [0.0, 0.0, 0.0], [0.0, 0.0, 0.0], [0.0, 0.0, 0.0], [0.0, 0.0, 0.0], [0.0, 0.0, 0.0], [-0.2, -0.1, -0.1], [0.4, 0.1, 0.1], [0.2, -0.2, -0.5], [-1.1, 0.6, -0.2], [0.1, 0.0, 0.0], [-0.1, -0.1, 0.2], [0.1, 0.0, -0.1], [0.2, 0.0, 0.3], [-0.1, 0.2, 0.1], [0.0, -0.2, -0.1], [0.0, 0.0, 0.0], [0.0, 0.0, 0.0], [0.0, 0.0, 0.0], [0.0, 0.0, -0.1], [-0.1, 0.0, 0.0], [0.0, 0.0, 0.0], [0.0, 0.0, 0.0], [0.0, 0.0, 0.0], [0.0, 0.0, 0.0], [0.0, 0.0, 0.0], [0.0, 0.0, 0.0], [0.0, -0.1, 0.0], [0.0, 0.0, 0.0], [0.0, 0.0, 0.0], [0.0, 0.0, 0.0], [-0.2, -0.1, 0.0], [0.1, 0.0, 0.2], [-0.1, 0.2, -0.2], [0.1, -0.3, 0.0], [0.0, 0.0, 0.1], [0.1, 0.2, -0.2], [-0.4, 0.2, 0.2], [0.0, -0.1, 0.0], [0.2, -0.2, 0.1], [-0.1, 0.0, -0.2], [0.0, 0.1, 0.1], [0.0, -0.2, 0.0], [0.0, 0.1, 0.0], [0.0, 0.0, 0.0], [0.1, 0.0, 0.0], [0.0, 0.0, 0.0], [0.0, -0.1, 0.0], [0.0, -0.1, 0.0], [0.0, 0.0, 0.0], [-0.1, 0.1, 0.1], [0.0, 0.1, 0.1], [0.0, 0.0, 0.0], [-0.1, 0.0, 0.0], [0.0, 0.1, 0.0], [-0.1, 0.0, 0.0], [0.0, 0.0, 0.0], [0.0, 0.0, 0.0], [0.0, 0.0, 0.0], [0.0, 0.0, 0.0], [0.0, 0.0, 0.0], [0.0, 0.1, 0.0], [0.0, 0.0, 0.0]],
  "mulliken_spin": [0.33, 0.05, 0.25, 0.05, 0.01, 0.00, 0.00, 0.00, 0.02, 0.11, 0.01, -0.01, 0.02, -0.01, 0.00, 0.00, 0.01, -0.03, -0.06, 0.00, -0.01, 0.00, 0.00, 0.00, 0.00, 0.00, 0.00, 0.00, 0.00, 0.00, 0.00, 0.00, 0.00, 0.01, 0.00, 0.00, 0.00, 0.06, 0.00, 0.00, 0.00, 0.01, 0.00, 0.00, 0.00, 0.00, 0.00, 0.00, 0.00, 0.00, 0.00, 0.00, 0.00, 0.00, 0.00, 0.00, 0.00, 0.00, 0.00, 0.00, 0.00, 0.00, 0.00, 0.00, -0.01, 0.14, 0.01, 0.00, 0.00, 0.00, 0.00, 0.00, 0.00, 0.00, 0.00, 0.00, 0.00, 0.00, 0.00, 0.00, 0.00, 0.00, 0.00, 0.00, 0.00, 0.00, 0.00, 0.00, 0.00, 0.00, 0.00],
  "energy_ev": -123447.74403,
  "charge": 1,
  "spin_multiplicity": 2
}


{
  "formula": "C3H10N2OS",
  "method": "ωB97M-V/def2-TZVPD",
  "species": ["C", "C", "C", "N", "N", "O", "S", "H", "H", "H", "H", "H", "H", "H", "H", "H", "H"],
  "positions_angstrom": [[1.217858, 1.506345, 0.552909], [1.381700, -0.926639, 0.278465], [-1.320747, -0.686867, -1.509236], [-1.493659, -0.795581, 1.269670], [0.756323, 0.343713, -0.125223], [-1.816627, 1.389724, -0.023727], [-1.040327, 0.154322, 0.143937], [1.502249, 1.186053, 1.603309], [2.067727, 2.012526, 0.022780], [0.410119, 2.249575, 0.553925], [1.041128, -1.183530, 1.317003], [1.014892, -1.675709, -0.484718], [2.566790, -0.829584, 0.193744], [-0.682075, -0.190822, -2.223131], [-1.073611, -1.689632, -1.563246], [-2.385846, -0.622566, -1.834590], [-2.145892, -0.241333, 1.828125]],
  "forces_ev_per_angstrom": [[0.8, 0.8, 1.4], [1.2, -0.1, -0.6], [-0.8, 1.8, 0.4], [0.9, 0.7, -0.4], [-2.2, -0.7, -0.3], [1.8, -0.2, 0.5], [-1.6, -1.1, -2.7], [-0.1, 1.0, -0.8], [-0.5, -0.8, 0.5], [0.2, -0.1, 0.3], [0.6, -0.1, -0.8], [0.7, 0.4, 1.1], [-2.6, -0.2, 0.2], [0.0, 0.5, -0.1], [0.6, -2.1, 0.6], [0.7, 0.4, 0.8], [0.1, -0.2, 0.1]],
  "mulliken_charge": [-0.81, -0.85, -1.05, -0.71, -0.12, -0.62, 0.95, 0.29, 0.27, 0.34, 0.43, 0.20, 0.31, 0.35, 0.39, 0.34, 0.29],
  "energy_ev": -19133.14297,
  "smiles": "CN(C)[S@@](C)(=N)=O",
  "de_lowest_ev": 3.886
}


{
  "formula": "C2H3CuLiO2",
  "method": "ωB97M-V/def2-TZVPD",
  "species": ["H", "O", "C", "C", "O", "Cu", "Li", "H", "H"],
  "positions_angstrom": [[-1.798917, 0.647747, -0.242141], [-1.988685, -0.047847, 0.682754], [-0.702345, -0.341922, 0.835057], [0.044679, 0.398583, -0.081999], [1.208307, -0.073731, -0.617163], [1.685301, 0.022988, -2.310492], [2.113972, -0.691861, 0.824540], [-0.472415, -1.403600, 1.013228], [-0.089896, 1.489642, -0.103780]],
  "forces_ev_per_angstrom": [[-2.2, -2.2, 3.8], [0.6, 2.6, -3.1], [-1.0, -1.4, -2.0], [4.9, 0.0, -0.1], [-3.1, 0.8, 3.7], [0.7, 0.1, -2.5], [0.4, -0.1, 0.0], [0.0, 0.4, 0.9], [-0.3, -0.2, -0.6]],
  "mulliken_spin": [0.00, 0.22, 0.37, 0.26, 0.10, 1.01, 0.03, 0.02, 0.01],
  "energy_ev": -51050.09147,
  "charge": 1,
  "spin_multiplicity": 3,
  "de_lowest_ev": 1.950
}